Entry from OMol25: the molecule C2H7N5O (the ωB97M-V functional and the def2-TZVPD basis).

Output
- HOMO level (spin up / spin down) (eV) = -7.68 / -7.68
- total charge = 0
- E (eV) = -11680.874
- SMILES = [H]/N=N/N(C)/C(N)=N/O
- Kohn-Sham gap (spin up / spin down) (eV) = 8.287 / 8.287
- energy above the lowest of the compared OMol25 structures with the same formula, charge and spin (kJ/mol) = 418.14

Geometry as XYZ:
```
15
Properties=species:S:1:pos:R:3:mulliken_charge:R:1
O -1.36 -1.45 2.03 -0.465
N 0.11 0.68 1.75 -0.485
N -0.12 -1.20 -1.49 -0.043
N -1.12 -1.05 0.69 -0.454
N -0.73 -0.76 -2.44 -0.322
N 0.48 0.04 -0.50 0.054
C 1.13 1.27 -0.89 -0.875
C -0.18 -0.10 0.66 0.463
H 1.14 1.36 -1.98 0.316
H 2.17 1.27 -0.55 0.285
H -0.76 -1.43 -3.22 0.283
H 1.10 0.87 1.88 0.220
H -0.32 0.29 2.58 0.301
H -2.19 -1.93 1.95 0.359
H 0.64 2.16 -0.49 0.363
```

Entry from OMol25: a cluster of 2 separate species, C2H7NO in total (the ωB97M-V functional and the def2-TZVPD basis).

Output
- HOMO level (eV) = -10.20
- total charge = 0
- E (eV) = -5722.167
- SMILES = C=C.NO
- Kohn-Sham gap (eV) = 11.342
- energy above the lowest of the compared OMol25 structures with the same formula, charge and spin (kJ/mol) = 296.69

Geometry as XYZ:
```
11
Properties=species:S:1:pos:R:3:mulliken_charge:R:1
O -1.15 -0.01 -1.41 -0.415
N -0.82 1.35 -1.13 -0.404
C 1.03 -1.26 0.98 -0.252
C 1.25 -0.28 1.85 -0.446
H 1.04 -2.34 1.19 0.234
H 1.56 -0.47 2.87 0.235
H -0.54 1.19 -0.16 0.204
H -1.77 1.85 -1.04 0.272
H 1.15 0.75 1.53 0.187
H -0.77 -0.21 -2.23 0.322
H 0.65 -0.90 0.05 0.061
```

Entry from OMol25: a cluster of 2 separate species, C2H7NO in total (the ωB97M-V functional and the def2-TZVPD basis).

Output
- HOMO level (eV) = -9.14
- total charge = 0
- E (eV) = -5722.480
- SMILES = C=N.CO
- Kohn-Sham gap (eV) = 9.094
- energy above the lowest of the compared OMol25 structures with the same formula, charge and spin (kJ/mol) = 266.49

Geometry as XYZ:
```
11
Properties=species:S:1:pos:R:3:mulliken_charge:R:1
O 1.12 -0.97 -0.25 -0.592
N -0.87 1.00 -0.74 -0.463
C -2.13 0.91 -0.26 -0.210
C 1.70 -0.88 1.12 -0.515
H 2.27 -1.79 1.16 0.200
H 0.23 -0.24 -0.32 0.388
H 2.41 -0.14 1.22 0.271
H -2.97 1.28 -0.89 0.247
H -2.32 0.99 0.79 0.241
H -0.79 1.19 -1.71 0.210
H 0.93 -0.65 1.82 0.222
```

Entry from OMol25: a cluster of 2 separate species, C2H7NO in total (the ωB97M-V functional and the def2-TZVPD basis).

Output
- HOMO level (eV) = -9.62
- total charge = 0
- E (eV) = -5724.053
- SMILES = C=NC.O
- Kohn-Sham gap (eV) = 10.693
- energy above the lowest of the compared OMol25 structures with the same formula, charge and spin (kJ/mol) = 114.63

Geometry as XYZ:
```
11
Properties=species:S:1:pos:R:3:mulliken_charge:R:1
O -1.42 2.19 -0.34 -0.636
N 0.27 -0.63 0.47 -0.423
C 0.95 0.22 -0.14 -0.187
C 0.51 -2.03 0.18 -0.776
H 0.60 -2.23 -0.88 0.324
H -1.59 1.51 0.32 0.327
H 1.69 0.02 -0.93 0.231
H -2.31 2.51 -0.53 0.300
H -0.30 -2.63 0.59 0.264
H 1.42 -2.37 0.67 0.293
H 0.89 1.29 0.00 0.284
```

Entry from OMol25: a cluster of 3 separate species, C2H7NO2 in total (the ωB97M-V functional and the def2-TZVPD basis).

Output
- HOMO level (spin up / spin down) (eV) = -3.67 / -3.65
- total charge = -1
- spin multiplicity = 2
- E (eV) = -7768.616
- Kohn-Sham gap (spin up / spin down) (eV) = 7.905 / 5.378
- energy above the lowest of the compared OMol25 structures with the same formula, charge and spin (kJ/mol) = 338.76

Geometry as XYZ:
```
12
Properties=species:S:1:pos:R:3:mulliken_charge:R:1
O 1.67 0.07 -2.14 -0.973
O -0.51 0.28 2.57 -1.028
N -0.15 -1.45 -1.00 -0.409
C -0.42 -0.80 0.05 0.143
C -0.70 0.65 -0.03 -0.728
H 0.63 -0.98 -1.65 0.469
H -0.67 1.00 1.04 0.260
H -0.53 0.44 3.52 0.111
H 0.13 1.17 -0.51 0.326
H 2.59 0.01 -2.39 0.177
H -0.39 -1.26 1.05 0.378
H -1.65 0.87 -0.50 0.275
```

Entry from OMol25: a cluster of 2 separate species, C2H7NO2 in total (the ωB97M-V functional and the def2-TZVPD basis).

Output
- HOMO level (eV) = -9.88
- total charge = 0
- E (eV) = -7771.257
- SMILES = C=O.NCO
- Kohn-Sham gap (eV) = 10.795
- energy above the lowest of the compared OMol25 structures with the same formula, charge and spin (kJ/mol) = 218.87

Geometry as XYZ:
```
12
Properties=species:S:1:pos:R:3:mulliken_charge:R:1
O -2.42 -1.01 0.37 -0.370
O -0.06 1.65 -0.11 -0.522
N 1.12 -0.18 -1.14 -0.557
C 1.01 0.74 -0.03 -0.204
C -1.58 -1.29 1.16 -0.024
H 0.84 0.18 0.88 0.201
H 1.40 0.18 -2.05 0.221
H -0.23 1.93 -1.00 0.284
H 0.21 -0.61 -1.26 0.252
H -0.96 -0.56 1.69 0.166
H 1.96 1.28 0.03 0.308
H -1.30 -2.31 1.46 0.243
```

Entry from OMol25: a cluster of 2 separate species, C2H7NO2P in total (the ωB97M-V functional and the def2-TZVPD basis).

Output
- HOMO level (spin up / spin down) (eV) = -4.13 / -2.38
- total charge = -1
- E (eV) = -17061.530
- Kohn-Sham gap (spin up / spin down) (eV) = 8.040 / 6.250
- energy above the lowest of the compared OMol25 structures with the same formula, charge and spin (kJ/mol) = 263.50

Geometry as XYZ:
```
13
Properties=species:S:1:pos:R:3:mulliken_charge:R:1
P 1.86 0.31 0.43 0.500
O 2.51 0.90 -0.78 -0.641
O 2.51 0.49 1.75 -0.618
N 1.84 -1.36 0.08 -0.560
C -1.37 0.99 0.31 -0.863
C -1.76 0.03 -0.74 -0.688
H -1.59 2.05 0.35 0.310
H -1.22 -0.87 -0.63 0.189
H 1.59 -1.96 1.00 0.251
H -1.52 0.53 -1.67 0.233
H -1.33 0.69 1.35 0.311
H 1.28 -1.61 -0.65 0.231
H -2.79 -0.19 -0.81 0.345
```

Entry from OMol25: the molecule C2H7NO2S (the ωB97M-V functional and the def2-TZVPD basis).

Output
- HOMO level (eV) = -10.75
- total charge = 0
- E (eV) = -18604.590
- SMILES = CCS(N)(=O)=O
- Kohn-Sham gap (eV) = 11.467
- energy above the lowest of the compared OMol25 structures with the same formula, charge and spin (kJ/mol) = 366.93

Geometry as XYZ:
```
13
Properties=species:S:1:pos:R:3:mulliken_charge:R:1
S 0.83 0.78 0.32 1.108
O 0.91 2.18 0.64 -0.623
O 1.57 -0.28 1.09 -0.647
N 1.24 0.49 -1.24 -0.506
C -0.87 0.30 0.33 -0.331
C -1.12 -1.19 0.44 -1.283
H 1.87 1.25 -1.51 0.285
H -1.11 0.88 1.16 0.390
H 1.60 -0.28 -1.34 0.217
H -0.71 -1.79 -0.54 0.249
H -2.21 -1.48 0.38 0.301
H -1.35 0.82 -0.76 0.260
H -0.67 -1.66 1.05 0.580
```

Entry from OMol25: a cluster of 2 separate species, C2H7NO3 in total (the ωB97M-V functional and the def2-TZVPD basis).

Output
- HOMO level (eV) = -9.81
- total charge = 0
- E (eV) = -9819.692
- SMILES = CNC(=O)O.O
- Kohn-Sham gap (eV) = 10.454
- energy above the lowest of the compared OMol25 structures with the same formula, charge and spin (kJ/mol) = 122.45

Geometry as XYZ:
```
13
Properties=species:S:1:pos:R:3:mulliken_charge:R:1
O -1.24 1.27 0.22 -0.537
O -0.05 -0.56 -0.40 -0.460
O -0.53 0.22 -4.12 -0.627
N 0.03 0.32 1.88 -0.186
C 1.01 -0.68 2.20 -0.802
C -0.43 0.46 0.54 0.551
H -0.47 -0.16 -1.20 0.300
H 0.75 -1.63 1.71 0.293
H 0.72 -0.94 3.28 0.319
H -0.50 0.79 -4.93 0.316
H 0.03 0.98 2.69 0.290
H 2.11 -0.29 1.97 0.225
H -1.43 0.22 -3.84 0.317
```

Entry from OMol25: a cluster of 3 separate species, C2H7NO3 in total (the ωB97M-V functional and the def2-TZVPD basis).

Output
- HOMO level (eV) = -9.27
- total charge = 0
- E (eV) = -9816.635
- Kohn-Sham gap (eV) = 9.751
- energy above the lowest of the compared OMol25 structures with the same formula, charge and spin (kJ/mol) = 417.40

Geometry as XYZ:
```
13
Properties=species:S:1:pos:R:3:mulliken_charge:R:1
O 1.42 1.71 0.02 -0.560
O -1.16 1.40 0.27 -0.431
O 1.87 -0.42 -0.45 -0.445
N -0.37 0.28 0.14 0.188
C -0.98 -0.78 -0.66 -0.969
C 1.05 0.56 0.00 0.551
H -0.01 -0.15 1.76 0.045
H 0.77 -0.15 2.08 0.008
H -2.07 -0.78 -0.50 0.304
H -0.58 -1.75 -0.33 0.320
H -0.78 -0.63 -1.73 0.318
H -0.81 2.04 -0.39 0.331
H 1.65 -1.34 -0.22 0.340
```

Entry from OMol25: a cluster of 2 separate species, C2H7NO3 in total (the ωB97M-V functional and the def2-TZVPD basis).

Output
- HOMO level (eV) = -10.18
- total charge = 0
- E (eV) = -9819.879
- SMILES = NCC(=O)O.O
- Kohn-Sham gap (eV) = 10.771
- energy above the lowest of the compared OMol25 structures with the same formula, charge and spin (kJ/mol) = 104.41

Geometry as XYZ:
```
13
Properties=species:S:1:pos:R:3:mulliken_charge:R:1
O -0.13 0.14 2.47 -0.648
O -1.27 -1.72 -0.76 -0.476
O -1.66 0.14 0.39 -0.468
N 1.29 0.56 -0.21 -0.593
C -1.02 -0.43 -0.45 0.460
C 0.21 0.08 -1.13 -0.326
H 0.58 -0.26 1.93 0.306
H -1.87 -2.00 -0.06 0.344
H -0.09 0.97 -1.70 0.243
H 1.18 1.56 -0.07 0.229
H 0.65 -0.53 -1.88 0.388
H 2.15 0.44 -0.72 0.239
H -0.03 1.05 2.17 0.303
```

Entry from OMol25: a cluster of 2 separate species, C2H7NO3 in total (the ωB97M-V functional and the def2-TZVPD basis).

Output
- HOMO level (spin up / spin down) (eV) = -8.92 / -7.77
- total charge = 0
- E (eV) = -9811.251
- Kohn-Sham gap (spin up / spin down) (eV) = 8.756 / 7.057
- energy above the lowest of the compared OMol25 structures with the same formula, charge and spin (kJ/mol) = 936.80

Geometry as XYZ:
```
13
Properties=species:S:1:pos:R:3:mulliken_charge:R:1
O 0.58 0.40 2.24 -0.450
O 0.54 0.39 -1.87 -0.396
O 1.20 0.02 -3.10 -0.396
N -0.51 0.88 -0.37 -0.372
C -0.60 0.02 1.65 -0.405
C -0.32 -0.45 -0.16 -0.216
H -0.95 -0.98 1.91 0.307
H 1.26 -0.27 2.11 0.354
H 0.64 -0.96 -0.10 0.294
H -1.15 -1.07 -0.48 0.301
H 0.46 -0.26 -3.65 0.313
H 0.22 1.51 -0.02 0.322
H -1.37 0.76 1.83 0.344
```

Entry from OMol25: a structure of composition C2H7NO3 (the ωB97M-V functional and the def2-TZVPD basis).

Output
- HOMO level (eV) = -7.88
- total charge = 0
- E (eV) = -9813.851
- Kohn-Sham gap (eV) = 8.430
- energy above the lowest of the compared OMol25 structures with the same formula, charge and spin (kJ/mol) = 685.93

Geometry as XYZ:
```
13
Properties=species:S:1:pos:R:3:mulliken_charge:R:1
O -1.64 -0.97 0.23 -0.503
O -0.37 1.57 0.71 -0.652
O -1.05 1.44 -0.61 -0.468
N 1.71 0.06 -0.04 -0.387
C 0.67 -0.72 -0.36 -0.094
C -0.37 -0.83 0.61 -0.206
H -1.78 -0.13 -0.32 0.512
H -0.14 -0.68 1.66 0.370
H 0.47 -1.08 -1.37 0.368
H 1.29 0.92 0.39 0.361
H 2.47 0.14 -0.69 0.248
H 0.42 -1.91 0.34 0.130
H -1.69 2.17 -0.55 0.321
```

Entry from OMol25: a cluster of 3 separate species, C2H7NO4 in total (the ωB97M-V functional and the def2-TZVPD basis).

Output
- HOMO level (spin up / spin down) (eV) = -13.27 / -13.27
- total charge = +1
- spin multiplicity = 2
- E (eV) = -11857.420
- Kohn-Sham gap (spin up / spin down) (eV) = 7.630 / 3.735
- energy above the lowest of the compared OMol25 structures with the same formula, charge and spin (kJ/mol) = 0.00

Geometry as XYZ:
```
14
Properties=species:S:1:pos:R:3:mulliken_charge:R:1
O -3.56 0.19 -1.45 -0.616
O 5.46 -3.85 1.58 -0.625
O 0.15 2.68 1.24 -0.149
O 1.07 0.64 0.03 -0.292
N -0.95 1.54 -0.40 -0.003
C 0.02 0.50 -0.51 0.119
C -0.77 2.53 0.44 0.187
H -1.50 1.57 -1.25 0.306
H -4.45 0.07 -1.78 0.318
H -0.25 -0.39 -1.09 0.418
H -3.50 -0.59 -0.91 0.317
H 4.63 -3.82 1.13 0.304
H 5.32 -4.25 2.43 0.320
H -1.67 3.17 0.53 0.395
```

Entry from OMol25: the ion C2H7NO4P with charge -1 (the ωB97M-V functional and the def2-TZVPD basis).

Output
- HOMO level (eV) = -5.05
- total charge = -1
- E (eV) = -21159.644
- SMILES = C[C@@](N)(O)[P@@](=O)([O-])O
- Kohn-Sham gap (eV) = 9.073
- energy above the lowest of the compared OMol25 structures with the same formula, charge and spin (kJ/mol) = 73.62

Geometry as XYZ:
```
15
Properties=species:S:1:pos:R:3:mulliken_charge:R:1
P 1.44 0.10 0.05 0.581
O 2.14 -0.65 1.11 -0.724
O 1.94 0.00 -1.40 -0.798
O 1.39 1.71 0.30 -0.542
O -0.27 -1.84 -0.25 -0.568
N -1.08 0.02 1.45 -0.811
C -1.19 0.30 -1.07 -1.376
C -0.32 -0.42 -0.04 1.068
H -2.03 -0.40 -1.43 0.292
H 1.53 2.06 -0.59 0.320
H 0.51 -2.09 0.23 0.363
H -1.87 0.90 -0.44 0.377
H -0.50 0.89 -1.79 0.259
H -0.27 0.40 1.98 0.310
H -1.43 -0.95 1.89 0.249
```

Entry from OMol25: a structure of composition C2H7NO7P2PtS2 (the ωB97M-V functional and the def2-TZVPD basis).

Output
- HOMO level (eV) = -17.32
- total charge = +2
- E (eV) = -61474.587
- Kohn-Sham gap (eV) = 3.490

Geometry as XYZ:
```
22
Properties=species:S:1:pos:R:3:mulliken_charge:R:1
Pt -3.82 -1.53 -1.53 1.071
S 0.28 -2.26 -0.19 -0.049
S 3.35 -0.63 -0.37 0.958
P -0.86 0.22 -1.29 0.153
P -2.46 0.21 0.25 0.705
O -2.93 -1.42 0.71 -0.530
O 1.95 -0.64 -1.40 -0.316
O 4.73 -0.34 -1.05 -0.418
O -2.06 1.01 1.56 -0.472
O 2.85 0.78 0.51 -0.308
O 3.48 -1.85 0.63 -0.434
O -3.92 0.98 -0.37 -0.500
N 0.77 1.82 0.67 -0.560
C 0.77 -0.46 -0.51 0.314
C 1.41 0.42 0.73 0.068
H -3.88 1.97 -0.19 0.364
H -2.27 -1.81 1.36 0.408
H -0.55 1.61 -1.62 0.261
H 0.88 2.20 1.64 0.311
H 1.33 2.37 -0.03 0.311
H -0.52 -2.58 -1.32 0.224
H 1.47 -0.09 1.81 0.440
```

Entry from OMol25: a cluster of 2 separate species, C2H7NOP in total (the ωB97M-V functional and the def2-TZVPD basis).

Output
- HOMO level (eV) = -2.26
- total charge = -1
- E (eV) = -15009.200
- Kohn-Sham gap (eV) = 6.883
- energy above the lowest of the compared OMol25 structures with the same formula, charge and spin (kJ/mol) = 231.08

Geometry as XYZ:
```
12
Properties=species:S:1:pos:R:3:mulliken_charge:R:1
P -1.10 1.35 -0.59 -0.236
O -0.58 -0.93 1.92 -0.407
N 0.43 0.03 1.42 -0.670
C 1.09 -0.55 0.34 -0.428
C -0.18 0.04 -1.23 -0.817
H -0.66 1.15 0.77 0.101
H 1.24 -1.63 0.21 0.308
H -0.82 -0.88 -1.36 0.209
H -0.06 2.15 -0.50 -0.075
H -1.41 -0.96 1.27 0.249
H 1.81 0.15 -0.01 0.387
H 0.24 0.08 -2.24 0.379
```

Entry from OMol25: a cluster of 2 separate species, C2H7NOS in total (the ωB97M-V functional and the def2-TZVPD basis).

Output
- HOMO level (eV) = -9.07
- total charge = 0
- E (eV) = -16559.835
- SMILES = NC=O.CS
- Kohn-Sham gap (eV) = 9.823
- energy above the lowest of the compared OMol25 structures with the same formula, charge and spin (kJ/mol) = 90.36

Geometry as XYZ:
```
12
Properties=species:S:1:pos:R:3:mulliken_charge:R:1
S -1.92 0.68 -0.64 -0.222
O 2.64 -1.12 0.85 -0.484
N 1.66 0.50 -0.43 -0.428
C -1.78 -0.25 0.96 -0.555
C 1.99 -0.81 -0.11 0.103
H -0.71 -0.23 1.13 0.132
H 2.44 1.12 -0.61 0.255
H -2.10 -1.25 0.66 0.227
H -2.44 0.18 1.69 0.314
H 1.67 -1.60 -0.81 0.320
H -2.72 1.71 -0.32 0.095
H 1.19 0.50 -1.32 0.243
```

Entry from OMol25: the molecule C2H7NOS2 (the ωB97M-V functional and the def2-TZVPD basis).

Output
- HOMO level (eV) = -9.24
- total charge = 0
- E (eV) = -27393.641
- SMILES = CS[S@@](C)(=N)=O
- Kohn-Sham gap (eV) = 9.112
- energy above the lowest of the compared OMol25 structures with the same formula, charge and spin (kJ/mol) = 226.61

Geometry as XYZ:
```
13
Properties=species:S:1:pos:R:3:mulliken_charge:R:1
S -1.06 -0.63 0.20 0.907
S 1.05 -1.39 -0.51 -0.173
O -0.82 -0.22 1.57 -0.598
N -2.24 -1.53 -0.14 -0.677
C -1.33 0.83 -0.83 -0.801
C 2.04 -0.51 0.72 -0.702
H 2.90 -0.09 0.21 0.305
H -2.13 0.58 -1.50 0.331
H -2.39 -2.30 0.48 0.261
H 1.42 0.27 1.16 0.261
H 2.35 -1.21 1.49 0.273
H -0.42 1.07 -1.37 0.315
H -1.60 1.64 -0.16 0.299
```

Entry from OMol25: a cluster of 3 separate species, C2H7NS in total (the ωB97M-V functional and the def2-TZVPD basis).

Output
- HOMO level (eV) = -9.15
- total charge = 0
- E (eV) = -14502.435
- Kohn-Sham gap (eV) = 7.600
- energy above the lowest of the compared OMol25 structures with the same formula, charge and spin (kJ/mol) = 986.65

Geometry as XYZ:
```
11
Properties=species:S:1:pos:R:3:mulliken_charge:R:1
S -1.46 -0.27 -0.14 -0.178
N 1.47 -1.07 -0.06 -0.463
C -0.08 1.11 0.37 -0.877
C 1.26 0.53 -0.26 -0.101
H 0.36 -1.38 1.40 0.236
H 2.08 1.22 0.34 0.250
H -0.11 1.32 1.45 0.363
H -0.67 -1.46 0.54 -0.008
H -0.39 2.01 -0.46 0.322
H 3.17 -0.66 0.23 0.214
H 1.52 0.89 -1.46 0.242
```